(1)
{"formula": "C7H7N2S", "method": "wB97M-V/def2-TZVPD", "largest_force_ha_per_bohr": 0.0970, "gap_ev": 7.85, "spin_multiplicity": 1, "homo_ev": -13.7, "total_energy_ha": -778.178361, "charge": 1, "species": ["C", "C", "C", "C", "C", "C", "C", "N", "N", "S", "H", "H", "H", "H", "H", "H", "H"], "xyz": [[0.360, 1.005, -2.284], [0.328, 2.293, -2.179], [-0.185, -1.982, -0.579], [-0.021, -0.040, -1.550], [-0.794, 0.727, -0.376], [-0.312, 0.123, 0.920], [1.069, 0.597, 1.403], [0.025, -1.332, -1.698], [-0.322, -1.415, 0.589], [-0.369, 2.534, -0.682], [-0.271, -2.990, -0.623], [-1.797, 0.479, -0.575], [-1.132, -0.018, 1.652], [1.941, 0.174, 0.701], [1.105, 0.158, 2.427], [0.991, 1.604, 1.459], [-0.615, -1.917, 1.392]]}

---

(2)
{"formula": "C28H44N3O2S3", "method": "wB97M-V/def2-TZVPD", "largest_force_ha_per_bohr": 0.0734, "gap_ev": 6.24, "spin_multiplicity": 1, "homo_ev": -10.3, "total_energy_ha": -2602.111223, "charge": 1, "species": ["C", "C", "N", "C", "C", "C", "S", "S", "C", "C", "C", "C", "C", "C", "C", "C", "C", "N", "N", "C", "O", "O", "C", "C", "C", "C", "C", "C", "C", "C", "C", "C", "C", "C", "C", "S", "H", "H", "H", "H", "H", "H", "H", "H", "H", "H", "H", "H", "H", "H", "H", "H", "H", "H", "H", "H", "H", "H", "H", "H", "H", "H", "H", "H", "H", "H", "H", "H", "H", "H", "H", "H", "H", "H", "H", "H", "H", "H", "H", "H"], "xyz": [[-5.710, 1.934, 5.455], [-4.942, 0.663, 4.872], [-3.501, 0.947, 4.689], [-3.218, 1.916, 3.609], [-3.926, 1.649, 2.224], [-2.691, -0.235, 4.635], [-2.241, -0.912, 6.089], [-2.117, -1.054, 3.115], [-0.364, -1.585, 3.319], [0.134, -2.130, 1.898], [-0.135, -0.978, 0.846], [0.919, -0.903, -0.312], [2.358, -0.679, -0.023], [2.933, -0.516, 1.438], [4.442, -0.050, 1.463], [5.057, -0.656, 2.815], [4.623, 1.519, 1.588], [3.232, -0.577, -1.042], [2.754, -0.685, -2.258], [3.802, -0.506, -3.328], [3.611, 0.761, -3.979], [4.701, 1.550, -3.618], [1.499, -0.924, -2.734], [1.069, -1.023, -4.228], [0.198, 0.253, -4.536], [-0.892, 0.261, -5.509], [-1.713, 1.459, -5.742], [-1.498, 2.718, -5.019], [-0.394, 2.718, -4.031], [-0.192, 4.051, -3.231], [0.429, 1.519, -3.802], [0.416, -1.062, -1.694], [-1.067, -1.340, -2.062], [-1.502, -2.796, -1.497], [-0.307, -3.806, -1.354], [-0.976, -5.468, -0.817], [-6.494, 1.542, 6.163], [-5.004, 2.560, 6.071], [-6.202, 2.551, 4.663], [-5.457, 0.209, 3.986], [-5.007, -0.107, 5.694], [-3.591, 2.923, 3.962], [-2.124, 2.063, 3.399], [-5.041, 1.531, 2.285], [-3.500, 0.801, 1.630], [-3.761, 2.578, 1.597], [0.238, -0.643, 3.492], [-0.237, -2.331, 4.140], [-0.525, -3.028, 1.698], [1.185, -2.500, 1.930], [-0.070, 0.008, 1.390], [-1.186, -1.026, 0.452], [2.897, -1.498, 1.992], [2.280, 0.249, 1.936], [5.072, -0.472, 0.641], [5.297, -1.740, 2.639], [4.305, -0.581, 3.649], [6.006, -0.123, 3.106], [5.740, 1.695, 1.578], [4.276, 1.890, 2.589], [4.215, 2.096, 0.719], [4.832, -0.488, -2.895], [3.707, -1.376, -4.022], [4.557, 1.777, -2.674], [1.903, -1.184, -4.951], [0.367, -1.899, -4.357], [-1.118, -0.681, -6.062], [-2.570, 1.455, -6.465], [-2.114, 3.632, -5.189], [-0.766, 3.950, -2.262], [0.872, 4.253, -2.954], [-0.665, 4.921, -3.766], [1.220, 1.636, -3.019], [-1.686, -0.607, -1.480], [-1.280, -1.346, -3.154], [-2.199, -3.228, -2.272], [-2.105, -2.706, -0.549], [0.440, -3.529, -0.564], [0.246, -4.000, -2.308], [-1.748, -5.259, 0.305]]}

---

(3)
{"formula": "C3H12NO2S", "method": "wB97M-V/def2-TZVPD", "largest_force_ha_per_bohr": 0.0469, "gap_ev": 5.59, "spin_multiplicity": 1, "homo_ev": -4.3, "total_energy_ha": -724.736471, "charge": -1, "species": ["C", "C", "S", "C", "N", "H", "H", "H", "H", "H", "H", "H", "H", "H", "H", "O", "H", "H", "O"], "xyz": [[-1.022, 0.484, -0.852], [-1.459, -0.947, -0.592], [-0.142, -2.146, -0.198], [0.506, 0.747, -1.062], [0.666, 2.179, -1.081], [-1.119, 1.127, 0.037], [-1.604, 0.920, -1.679], [-2.091, -1.303, -1.415], [-2.077, -0.839, 0.308], [0.910, 0.167, -1.925], [1.018, 0.196, -0.270], [0.234, 2.383, -0.140], [-0.204, -0.046, 1.694], [1.278, -1.410, 1.374], [0.898, -0.031, 1.769], [1.641, -0.725, 1.989], [-0.666, 2.727, 2.002], [1.652, 2.421, -0.899], [-0.427, 2.054, 1.357]]}

---

(4)
{"formula": "C5H8Ag4Br4O3", "method": "wB97M-V/def2-TZVPD", "largest_force_ha_per_bohr": 0.0877, "gap_ev": 5.66, "spin_multiplicity": 1, "homo_ev": -14.6, "total_energy_ha": -11304.317496, "charge": 2, "species": ["Ag", "Ag", "Ag", "Ag", "C", "O", "O", "O", "Br", "C", "C", "Br", "H", "H", "H", "H", "Br", "C", "C", "Br", "H", "H", "H", "H"], "xyz": [[2.513, 2.243, 1.808], [-0.095, -2.348, 3.031], [-1.782, 1.560, 1.793], [0.860, 0.699, 4.214], [0.478, 0.198, 1.728], [-0.551, -0.571, 1.690], [0.512, 1.246, 0.999], [1.446, -0.040, 2.585], [-3.870, -3.340, -1.590], [-3.055, -4.172, -0.064], [-1.704, -3.559, 0.198], [-0.741, -4.615, 1.531], [-2.942, -5.230, -0.291], [-3.697, -4.085, 0.808], [-1.800, -2.520, 0.512], [-1.043, -3.540, -0.664], [3.752, 3.678, -3.533], [1.877, 3.783, -3.014], [1.672, 3.142, -1.679], [2.460, 4.240, -0.236], [1.332, 3.204, -3.758], [1.601, 4.828, -3.077], [2.147, 2.170, -1.596], [0.629, 3.028, -1.395]]}

---

(5)
{"formula": "C11H13NO2", "method": "wB97M-V/def2-TZVPD", "largest_force_ha_per_bohr": 0.3213, "gap_ev": 8.95, "spin_multiplicity": 1, "homo_ev": -8.9, "total_energy_ha": -631.888235, "species": ["C", "H", "H", "H", "O", "C", "O", "C", "N", "C", "C", "C", "C", "C", "C", "C", "H", "H", "H", "H", "H", "H", "C", "H", "H", "H", "H"], "xyz": [[-3.088, -2.369, -0.429], [-3.337, -2.102, -1.514], [-2.363, -3.172, -0.586], [-3.949, -2.564, 0.104], [-2.286, -1.522, -0.131], [-2.903, -0.218, 0.133], [-4.050, 0.006, -0.125], [-1.914, 0.918, 0.578], [-0.617, 0.404, 0.555], [0.433, 0.900, 0.047], [1.660, 0.541, 0.054], [2.680, 1.107, -0.666], [4.066, 0.259, -0.699], [4.273, -0.715, 0.024], [3.187, -1.493, 0.456], [1.868, -0.944, 0.735], [1.136, -1.578, 1.116], [3.326, -2.502, 1.109], [5.341, -1.140, -0.096], [4.835, 1.013, -0.935], [2.576, 1.977, -1.103], [0.196, 2.004, -0.309], [-2.179, 2.391, 0.150], [-3.294, 2.546, 0.381], [-1.594, 3.212, 0.361], [-1.852, 2.308, -0.977], [-2.152, 0.731, 1.767]]}